No. 1
C4H8O2 | the ωB97M-V functional and the def2-TZVPD basis

* energy: -8370.97280 eV
* frontier orbital gap: 10.6 eV
* energy above the lowest of the compared OMol25 structures with the same formula, charge and spin: 222.8 kJ/mol
* LUMO energy: 0.86 eV

Geometry (Å):
O: -0.627 -1.215 -1.594
O: 0.205 1.340 -1.086
C: 0.139 -1.419 -0.419
C: 0.358 0.750 1.284
C: -0.495 0.983 0.091
C: -0.328 -0.430 0.637
H: -0.041 1.063 2.243
H: -0.092 -2.446 -0.118
H: 1.216 -1.363 -0.618
H: 1.010 1.806 -0.821
H: -1.113 -0.839 1.278
H: 1.425 0.918 1.151
H: -0.165 -0.559 -2.128
H: -1.491 1.412 0.099

***

No. 2
C4H8O2 | the ωB97M-V functional and the def2-TZVPD basis

* energy: -8371.66162 eV
* frontier orbital gap: 11.0 eV
* energy above the lowest of the compared OMol25 structures with the same formula, charge and spin: 156.3 kJ/mol
* LUMO energy: 0.90 eV

Geometry (Å):
O: 2.231 0.674 0.280
O: -1.742 -0.575 -1.202
C: 0.390 -1.076 -0.070
C: 0.960 0.187 0.611
C: -0.985 -0.395 -0.032
C: -0.292 0.971 0.179
H: 2.196 0.945 -0.646
H: -2.523 -0.014 -1.123
H: 0.499 -2.031 0.449
H: 0.732 -1.199 -1.103
H: -1.547 -0.715 0.857
H: -0.159 1.475 -0.786
H: 0.950 0.061 1.697
H: -0.702 1.693 0.890

***

No. 3
C4H8O2 | the ωB97M-V functional and the def2-TZVPD basis

* energy: -8370.92316 eV
* frontier orbital gap: 10.6 eV
* energy above the lowest of the compared OMol25 structures with the same formula, charge and spin: 227.6 kJ/mol
* LUMO energy: 0.88 eV

Geometry (Å):
O: 0.482 -1.355 1.199
O: -0.969 0.112 0.326
C: 1.695 1.209 -0.746
C: -0.317 -1.069 0.357
C: 2.341 0.260 -0.081
C: -2.383 -0.049 0.255
H: -2.795 0.647 0.986
H: 2.472 0.306 0.996
H: 2.706 -0.643 -0.566
H: -2.770 0.172 -0.743
H: 1.512 1.140 -1.816
H: -2.669 -1.066 0.544
H: 1.289 2.080 -0.238
H: -0.594 -1.744 -0.475

***

No. 4
C4H8O2 | the ωB97M-V functional and the def2-TZVPD basis

* energy: -8372.77295 eV
* frontier orbital gap: 11.4 eV
* energy above the lowest of the compared OMol25 structures with the same formula, charge and spin: 49.1 kJ/mol
* LUMO energy: 0.98 eV

Geometry (Å):
O: 0.395 -0.068 -1.383
O: 1.305 -0.078 0.668
C: 2.551 -0.255 -0.024
C: 0.273 0.060 -0.186
C: -1.025 0.554 0.414
C: -2.258 -0.258 0.008
H: 2.615 0.466 -0.843
H: -1.101 1.519 -0.092
H: -3.162 0.320 0.228
H: -2.342 -1.218 0.529
H: 2.613 -1.261 -0.448
H: 3.343 -0.088 0.706
H: -2.223 -0.442 -1.069
H: -0.983 0.748 1.490

***

No. 5
C4H8O2 | the ωB97M-V functional and the def2-TZVPD basis

* energy: -8371.96979 eV
* frontier orbital gap: 10.6 eV
* energy above the lowest of the compared OMol25 structures with the same formula, charge and spin: 126.6 kJ/mol
* LUMO energy: 0.92 eV

Geometry (Å):
O: -1.305 1.293 -1.086
O: 0.283 -1.638 0.183
C: 0.717 0.673 0.192
C: 1.085 -0.657 0.833
C: -0.768 0.459 -0.085
C: -0.771 -1.004 -0.530
H: -0.587 -1.037 -1.614
H: 2.140 -0.920 0.710
H: -0.764 2.088 -1.106
H: 1.238 0.802 -0.766
H: 0.927 1.539 0.829
H: -1.711 -1.525 -0.320
H: -1.338 0.569 0.851
H: 0.856 -0.641 1.909

***

No. 6
C4H8O2 | the ωB97M-V functional and the def2-TZVPD basis

* energy: -8370.65899 eV
* frontier orbital gap: 11.1 eV
* energy above the lowest of the compared OMol25 structures with the same formula, charge and spin: 253.1 kJ/mol
* LUMO energy: 1.06 eV

Geometry (Å):
O: 2.114 -0.775 0.930
O: -1.244 -0.569 0.094
C: 1.099 -0.601 -0.047
C: -0.110 0.237 0.304
C: 2.435 -0.045 -0.244
C: -2.433 0.172 0.112
H: -0.169 1.137 -0.333
H: 2.611 1.022 -0.100
H: 3.117 -0.539 -0.936
H: -2.401 0.980 -0.636
H: 0.831 -1.505 -0.594
H: -0.046 0.574 1.350
H: -3.248 -0.511 -0.134
H: -2.624 0.617 1.100

***

No. 7
C4H8O2 | the ωB97M-V functional and the def2-TZVPD basis

* energy: -8370.25469 eV
* frontier orbital gap: 10.1 eV
* energy above the lowest of the compared OMol25 structures with the same formula, charge and spin: 292.1 kJ/mol
* LUMO energy: 1.15 eV

Geometry (Å):
O: -1.609 2.310 0.763
O: 0.634 -0.463 0.095
C: -0.217 -0.669 -0.945
C: 1.886 0.098 -0.259
C: -0.547 2.268 0.364
C: -1.485 -1.030 -0.770
H: 0.219 -0.529 -1.937
H: -2.118 -1.211 -1.632
H: 2.507 0.065 0.638
H: 1.772 1.140 -0.583
H: -1.902 -1.167 0.223
H: -0.542 -0.215 2.246
H: 2.370 -0.488 -1.053
H: -0.969 -0.108 2.849

***

No. 8
C4H8O2 | the ωB97M-V functional and the def2-TZVPD basis

* energy: -8371.09426 eV
* frontier orbital gap: 10.8 eV
* energy above the lowest of the compared OMol25 structures with the same formula, charge and spin: 211.1 kJ/mol
* LUMO energy: 0.98 eV

Geometry (Å):
O: 0.335 -0.589 1.332
O: 1.086 -0.796 -1.673
C: -0.991 -0.189 1.023
C: 1.148 0.274 0.533
C: -0.981 -0.007 -0.523
C: 0.523 0.222 -0.866
H: -1.358 -0.797 -1.189
H: -1.573 0.887 -0.684
H: -1.354 0.819 1.547
H: 0.964 -1.640 -1.219
H: -1.765 -0.545 1.660
H: 1.091 1.289 0.953
H: 0.688 1.145 -1.432
H: 2.187 -0.073 0.539

***

No. 9
C4H8O2 | the ωB97M-V functional and the def2-TZVPD basis

* energy: -8368.41359 eV
* frontier orbital gap: 8.7 eV
* energy above the lowest of the compared OMol25 structures with the same formula, charge and spin: 469.7 kJ/mol
* LUMO energy: -0.18 eV

Geometry (Å):
O: -0.659 -0.758 0.663
O: -1.442 1.390 -0.017
C: 0.371 -0.244 -0.020
C: 1.758 -0.679 0.392
C: -1.846 0.299 0.573
C: 0.051 0.305 -1.289
H: 1.912 -1.730 0.129
H: 0.807 0.895 -1.802
H: -2.089 0.403 1.641
H: -2.616 -0.300 0.052
H: 1.859 -0.583 1.475
H: 2.532 -0.083 -0.101
H: 0.239 0.961 0.119
H: -0.877 0.124 -1.816

***

No. 10
C4H8O2 | the ωB97M-V functional and the def2-TZVPD basis

* energy: -8367.16374 eV
* frontier orbital gap: 8.4 eV
* energy above the lowest of the compared OMol25 structures with the same formula, charge and spin: 590.3 kJ/mol
* LUMO energy: 0.77 eV

Geometry (Å):
O: -0.209 1.333 0.697
O: 2.176 -0.753 1.011
C: -1.649 -0.261 -0.435
C: 2.275 0.178 0.114
C: -0.247 0.329 -0.300
C: 0.710 -0.789 0.150
H: -1.998 -0.633 0.535
H: 2.527 1.154 0.615
H: 0.893 -1.509 -0.640
H: -0.792 2.051 0.420
H: -2.352 0.506 -0.779
H: -1.676 -1.082 -1.160
H: 0.243 -1.243 1.037
H: 0.100 0.718 -1.266

***

No. 11
C4H8O2 | the ωB97M-V functional and the def2-TZVPD basis

* energy: -8369.71711 eV
* frontier orbital gap: 10.5 eV
* energy above the lowest of the compared OMol25 structures with the same formula, charge and spin: 343.9 kJ/mol
* LUMO energy: 0.90 eV

Geometry (Å):
O: -0.146 -3.070 0.240
O: 1.077 0.176 0.794
C: 0.897 -0.941 -0.031
C: -0.081 0.925 0.678
C: -0.474 1.341 -1.008
C: 0.026 -1.949 0.648
H: 0.037 1.291 -2.022
H: 0.228 -0.494 -0.840
H: -0.522 -1.524 1.516
H: -1.530 1.071 -1.182
H: -0.419 2.373 -0.744
H: -1.060 0.450 0.869
H: 0.028 1.750 1.421
H: 1.882 -1.370 -0.296

***

No. 12
C4H8O2 | the ωB97M-V functional and the def2-TZVPD basis

* energy: -8367.90309 eV
* frontier orbital gap: 9.7 eV
* energy above the lowest of the compared OMol25 structures with the same formula, charge and spin: 519.0 kJ/mol
* LUMO energy: 0.19 eV

Geometry (Å):
O: 0.512 0.487 -2.167
O: -1.558 1.187 -0.183
C: -0.809 0.083 0.279
C: 0.583 0.036 -0.128
C: -0.243 -0.057 1.861
C: 1.050 -0.612 -1.804
H: 1.001 1.030 0.041
H: 0.257 0.798 2.337
H: -1.200 1.381 -1.075
H: 2.127 -0.778 -2.024
H: 0.414 -0.938 2.006
H: 0.469 -1.541 -1.760
H: -1.452 -0.801 0.208
H: -1.152 -0.275 2.409

***

No. 13
C4H8O2P | the ωB97M-V functional and the def2-TZVPD basis

* total charge: -1
* energy: -17660.34148 eV
* frontier orbital gap: 6.1 eV
* energy above the lowest of the compared OMol25 structures with the same formula, charge and spin: 311.6 kJ/mol
* LUMO energy: 3.97 eV

Geometry (Å):
P: 0.386 1.705 0.482
O: -2.618 -0.561 -0.338
O: -2.442 1.031 1.273
C: 0.230 0.029 -0.131
C: 0.571 -1.301 0.628
C: -2.275 0.260 0.394
C: 0.633 0.004 -1.542
H: 1.628 0.316 -1.874
H: 0.399 -1.097 1.667
H: 1.683 -1.625 0.647
H: 0.520 -0.901 -1.964
H: 1.666 1.903 1.207
H: -0.389 1.582 1.645
H: -0.033 -2.017 0.088
H: 0.042 0.672 -2.181

***

No. 14
C4H8O2S | the ωB97M-V functional and the def2-TZVPD basis

* energy: -19207.30394 eV
* frontier orbital gap: 9.8 eV
* energy above the lowest of the compared OMol25 structures with the same formula, charge and spin: 105.6 kJ/mol
* LUMO energy: 0.60 eV

Geometry (Å):
S: 1.854 -0.929 -2.447
O: -0.349 -0.737 2.542
O: -1.769 0.900 2.291
C: -0.742 0.151 1.833
C: 0.367 -0.164 -1.640
C: -0.188 0.715 0.599
C: 0.546 -0.337 -0.123
H: 0.406 0.940 -1.821
H: 0.574 1.601 0.939
H: 0.393 -1.425 0.156
H: 0.998 -1.524 -3.460
H: -0.963 1.281 -0.022
H: 1.676 -0.242 0.146
H: -0.575 -0.567 -2.002
H: -2.228 0.337 3.009

***

No. 15
C4H8O2S | the ωB97M-V functional and the def2-TZVPD basis

* energy: -19207.21826 eV
* frontier orbital gap: 9.9 eV
* energy above the lowest of the compared OMol25 structures with the same formula, charge and spin: 113.8 kJ/mol
* LUMO energy: 0.66 eV

Geometry (Å):
S: 2.475 -1.667 -1.296
O: -2.379 1.259 1.755
O: -0.380 0.444 2.580
C: -0.760 0.589 0.162
C: 0.554 -0.193 -0.080
C: 0.995 -0.489 -1.447
C: -1.025 0.843 1.599
H: 0.208 -0.805 -2.137
H: -0.552 1.649 -0.379
H: 1.523 0.332 -2.045
H: -1.703 0.438 -0.409
H: 1.368 0.262 0.569
H: 1.899 -2.676 -1.972
H: 0.372 -1.196 0.340
H: -2.595 1.209 2.759

***

No. 16
C4H8O2S | the ωB97M-V functional and the def2-TZVPD basis

* energy: -19204.01256 eV
* frontier orbital gap (alpha / beta): 8.0 / 8.1 eV
* energy above the lowest of the compared OMol25 structures with the same formula, charge and spin: 423.1 kJ/mol
* LUMO energy (alpha / beta): -0.21 / -0.21 eV

Geometry (Å):
S: -0.932 -1.142 1.581
O: -0.650 0.201 -1.619
O: -1.071 -2.610 1.355
C: 0.551 0.757 -1.134
C: -1.502 -0.221 -0.613
C: 0.663 0.805 0.401
C: 0.772 -0.557 1.038
H: 1.047 -1.127 0.125
H: -2.064 0.507 -0.150
H: 1.420 0.379 -1.689
H: -0.099 1.482 0.793
H: 1.657 1.336 0.520
H: -1.968 -1.072 -0.903
H: 0.535 1.899 -1.470
H: 1.640 -0.637 1.767

***

No. 17
C4H8O2S | the ωB97M-V functional and the def2-TZVPD basis

* multiplicity: 3
* expectation value of S²: 2.009
* energy: -19200.65263 eV
* frontier orbital gap (alpha / beta): 5.1 / 7.3 eV
* energy above the lowest of the compared OMol25 structures with the same formula, charge and spin: 313.3 kJ/mol
* LUMO energy (alpha / beta): 0.90 / -2.59 eV

Geometry (Å):
S: -0.462 1.236 -1.048
O: -1.842 1.591 -0.974
O: -1.103 -1.251 -0.848
C: 1.222 0.709 1.120
C: -0.543 -0.996 0.519
C: -0.420 -0.549 -1.739
C: -0.183 0.455 0.602
H: 0.743 -0.828 -1.801
H: -0.676 -0.554 -2.778
H: -1.091 -1.422 1.334
H: 1.355 0.061 1.920
H: 0.441 -1.699 0.570
H: 1.450 1.791 1.402
H: -0.770 1.052 1.333
H: 1.877 0.404 0.388

***

No. 18
C4H8O2Se | the ωB97M-V functional and the def2-TZVPD basis

* energy: -73716.49332 eV
* frontier orbital gap: 8.8 eV
* energy above the lowest of the compared OMol25 structures with the same formula, charge and spin: 202.8 kJ/mol
* LUMO energy: 0.44 eV

Geometry (Å):
Se: 0.617 -1.958 0.531
O: -0.689 1.024 1.005
O: 1.970 0.454 1.517
C: -1.041 -1.320 -0.280
C: -0.644 -0.102 -1.076
C: 0.136 0.717 -0.110
C: 1.385 -0.064 0.399
H: 0.455 1.559 -0.550
H: -1.784 -1.052 0.574
H: -1.445 0.543 -1.505
H: 1.175 0.614 2.217
H: -1.490 -2.086 -0.901
H: 2.385 0.101 -0.657
H: -0.962 2.005 0.760
H: -0.069 -0.436 -1.923